This record from the OMol25 dataset describes an isolated molecule of H6N2O3Si. The level of theory is ωB97M-V/def2-TZVPD.

The SMILES is NN[Si](O)(O)O. The HOMO energy comes out at -8.77 eV. The total energy is -17100.72937 eV. Its net charge is 0. The orbital gap comes out at 9.08 eV. As for the spin multiplicity: 1. For the largest force on an atom, the calculation gives 4.74 eV/A.

Each line ends with the natural charge from an NBO analysis.
Cartesian coordinates (Å):
N: 2.14289 0.02776 -0.01151  -0.70
N: 0.90118 0.71935 0.15963  -0.89
Si: -0.72493 -0.24121 0.04907  2.32
O: -1.00642 -0.89179 1.44006  -1.10
O: -0.82770 -1.35456 -1.14033  -1.10
O: -1.77337 0.92239 -0.41363  -1.11
H: 2.41095 -0.36254 0.98536  0.35
H: 2.14334 -0.72059 -0.75560  0.34
H: 1.05599 1.37498 -0.64781  0.36
H: -1.19834 -0.18456 2.15602  0.52
H: -1.54410 -1.08985 -1.74963  0.51
H: -1.57950 1.80062 -0.07163  0.50

Atomic forces in eV per Å
N 1.496 -2.240 2.671
N -1.474 -0.388 -2.418
Si 2.967 2.639 -2.590
O -1.051 0.721 4.196
O -0.432 0.043 -0.250
O -0.378 0.512 0.206
H -0.527 0.595 -3.039
H -0.289 0.768 1.437
H -1.362 -0.293 1.268
H 0.589 -2.001 -1.631
H 0.589 -0.359 0.258
H -0.128 0.003 -0.108